ORCA calculation (ωB97M-V with the def2-TZVPD basis set) on a cluster of 3 separate species, C4H9N3 in total at a distorted geometry.

For the frontier orbital gap, the calculation gives 9.420 eV. The value obtained for the energy above the lowest of the compared OMol25 structures with the same formula, charge and spin is 122.63 kcal/mol. The calculation puts the total energy at -321.89493 a.u.

Geometry as XYZ:
```
16
Properties=species:S:1:pos:R:3:forces:R:3:nbo_charge:R:1
N 0.580 -1.524 0.692 -0.057 0.280 -0.044 -0.8318
C -0.719 -1.586 1.079 0.025 0.192 0.309 0.2792
N -1.253 -2.660 1.505 -0.063 -0.109 -0.161 -0.7476
H 0.956 -0.655 0.321 -0.012 -0.487 0.211 0.4128
H 1.143 -2.347 0.830 0.083 0.144 -0.172 0.3969
H -2.233 -2.532 1.736 0.118 0.141 0.052 0.3379
H -1.210 -0.604 1.043 -0.082 -0.181 -0.178 0.1433
C 0.983 0.591 -1.710 0.477 0.131 -0.228 -0.0654
C 1.029 1.973 0.329 -0.852 -0.008 1.266 -0.1775
C -0.122 2.133 0.711 1.200 0.425 -0.368 -0.4240
N -0.271 0.790 -1.871 -0.417 0.123 0.250 -0.7162
H -0.850 0.503 -2.656 0.156 0.166 0.072 0.3795
H 1.470 0.165 -2.597 -0.297 -0.271 -0.084 0.1342
H 2.081 1.832 0.359 0.059 0.068 -0.360 0.2349
H -0.726 1.287 -1.068 -0.024 -0.383 -0.447 0.3974
H -0.859 2.635 1.296 -0.315 -0.233 -0.120 0.2464
```
Forces are in eV/Å.



ORCA calculation (ωB97M-V with the def2-TZVPD basis set) on a structure of composition C33H35Cl5N4P2Zn at a distorted geometry.

For the frontier orbital gap, the calculation gives 6.952 eV. The value obtained for the energy above the lowest of the compared OMol25 structures with the same formula, charge and spin is 56.32 kcal/mol. The calculation puts the total energy at -6260.30729 a.u.

Geometry as XYZ:
```
80
Properties=species:S:1:pos:R:3:forces:R:3:lowdin_charge:R:1
Zn 0.858 0.496 -3.392 -2.131 0.243 1.252 0.8654
C 2.218 -0.495 2.948 0.143 0.421 -0.052 -0.1570
C 3.130 -0.154 2.022 -0.175 0.341 0.188 -0.0919
C 3.946 -0.981 1.023 0.533 0.879 0.136 -0.2110
C 3.153 -1.633 -0.118 0.814 0.355 0.057 -0.2464
C 2.639 -3.014 0.160 -0.857 0.271 -0.314 -0.1119
C 2.101 -3.394 1.331 0.015 -0.280 -0.438 -0.1054
C 2.562 -2.994 2.699 -1.115 0.551 0.940 -0.1933
C 1.692 -1.859 3.316 0.491 0.018 0.001 -0.1953
C -0.820 -0.667 -3.615 0.475 -0.462 -1.212 -0.2904
H 1.809 0.324 3.565 0.157 -0.316 -0.467 0.0954
H 3.354 0.929 1.928 -0.252 -0.725 0.255 0.1054
H 4.602 -1.710 1.527 -0.212 0.383 -0.286 0.0914
H 4.617 -0.224 0.568 -0.210 -0.526 0.237 0.1049
H 2.295 -0.943 -0.293 0.840 -0.897 0.075 0.0179
H 3.723 -1.634 -1.071 -0.275 0.007 0.507 0.0764
H 2.520 -3.634 -0.738 -0.793 0.321 0.242 0.0871
H 1.181 -4.008 1.322 1.065 -0.561 -0.037 0.1154
H 3.628 -2.733 2.775 -0.570 -0.202 -0.127 0.1043
H 2.392 -3.858 3.352 0.237 -0.076 -0.211 0.1081
H 0.632 -1.961 3.000 0.513 0.031 0.098 0.0958
H 1.684 -1.939 4.423 0.054 0.036 -0.501 0.1119
H -1.575 -0.224 -2.951 0.429 0.265 -0.248 -0.0175
H -0.669 -1.697 -3.270 0.083 0.232 -0.357 -0.0506
H -1.164 -0.661 -4.659 -0.132 -0.147 0.384 -0.0404
P 4.579 -3.694 -4.214 1.046 -2.942 -1.512 1.0992
P 6.525 -0.880 -3.187 3.203 -1.114 1.528 1.1051
N 4.424 -5.316 -3.526 -0.638 -0.174 0.460 -0.2801
N 4.713 -4.329 -5.917 -0.269 0.624 -0.207 -0.2499
N 7.300 -1.669 -1.710 -1.422 -0.173 0.081 -0.2343
N 7.850 0.263 -3.453 -0.068 0.849 -0.674 -0.2796
C 6.404 -3.615 -3.925 0.179 0.485 0.148 -0.4192
C 7.058 -2.277 -4.302 -0.188 0.378 -0.124 -0.3952
C 3.183 -5.811 -3.098 1.241 -1.285 0.157 -0.1503
C 3.325 -7.168 -2.796 0.695 1.491 -0.717 -0.0862
C 4.685 -7.533 -3.091 -0.155 2.002 -0.320 -0.0743
C 5.337 -6.377 -3.532 -1.386 -0.759 0.679 -0.1500
C 3.983 -3.783 -6.975 0.781 -0.372 -0.317 -0.1664
C 4.480 -4.278 -8.174 -0.131 0.098 0.829 -0.1061
C 5.539 -5.187 -7.855 -0.460 0.341 1.347 -0.0859
C 5.639 -5.223 -6.465 -0.276 0.655 -0.950 -0.1465
C 6.419 -1.955 -0.669 1.018 -0.221 0.199 -0.1807
C 7.051 -2.718 0.301 -0.242 0.657 -0.862 -0.0806
C 8.379 -2.943 -0.163 -0.445 0.459 -0.981 -0.0818
C 8.487 -2.343 -1.417 -0.017 -0.059 0.421 -0.1662
C 9.215 0.241 -3.141 0.077 0.465 -0.494 -0.1340
C 9.859 1.278 -3.803 -1.039 -0.644 0.142 -0.0871
C 8.861 1.977 -4.557 -0.466 -0.432 0.259 -0.1031
C 7.649 1.355 -4.320 0.701 -0.322 0.290 -0.1661
H 6.900 -4.386 -4.523 -0.230 0.148 0.225 0.0560
H 6.569 -3.852 -2.864 0.020 0.131 -0.156 0.0763
H 8.152 -2.382 -4.223 -0.380 0.187 -0.151 0.0811
H 6.795 -1.978 -5.330 0.196 -0.196 0.147 0.0793
H 2.336 -5.152 -3.055 -0.143 0.031 0.071 0.0857
H 2.559 -7.811 -2.418 -0.259 -0.169 0.073 0.0826
H 5.132 -8.501 -2.995 0.123 -0.225 0.069 0.0858
H 6.360 -6.247 -3.829 0.022 -0.007 0.103 0.0856
H 3.174 -3.097 -6.765 0.133 -0.034 -0.112 0.0895
H 4.119 -4.034 -9.164 0.005 -0.011 0.183 0.0884
H 6.150 -5.747 -8.549 -0.129 -0.024 0.112 0.0908
H 6.282 -5.827 -5.845 -0.086 0.132 -0.172 0.0808
H 5.424 -1.572 -0.729 0.058 0.027 0.117 0.0246
H 6.601 -3.039 1.228 0.108 -0.042 -0.074 0.0909
H 9.158 -3.470 0.368 -0.010 0.006 -0.204 0.0939
H 9.331 -2.333 -2.095 -0.227 -0.050 0.188 0.0936
H 9.625 -0.465 -2.437 -0.143 0.172 -0.174 0.0752
H 10.920 1.499 -3.771 -0.271 -0.048 0.128 0.0948
H 9.025 2.846 -5.185 -0.127 -0.195 0.149 0.0928
H 6.649 1.573 -4.672 0.179 0.041 -0.017 0.0903
Cl 0.112 4.086 -3.099 0.104 -0.103 0.129 0.6377
C -0.027 3.082 -1.689 -0.247 -0.374 1.446 -0.7118
C 0.307 1.724 -1.771 0.832 0.320 -0.622 -0.2906
C 0.066 0.915 -0.671 -0.578 0.842 0.614 -0.6745
Cl 0.203 -0.822 -0.813 -0.394 0.367 0.283 0.7378
C -0.408 1.448 0.544 0.052 0.057 -0.582 -0.6887
Cl -0.743 0.371 1.830 -0.183 0.090 0.345 0.7250
C -0.659 2.830 0.672 0.515 -0.709 -1.071 -0.7125
Cl -1.111 3.447 2.195 -0.178 0.279 0.067 0.7030
C -0.515 3.651 -0.467 0.346 -1.057 -0.642 -0.7037
Cl -0.967 5.295 -0.384 0.026 0.244 0.026 0.6911
```
Forces are in eV/Å.



Question: Which of these has the highest frontier orbital gap?
Answer: C4H9N3